--- A ---
A structure of composition C2H5BrSi. Source: the Open Molecules 2025 dataset; level of theory: ωB97M-V/def2-TZVPD.

Atoms and positions in Å:
C: 0.55288 -1.30053 1.26725
C: -0.15886 -0.16547 1.03016
Si: -0.41296 0.91052 -0.64148
Br: -2.31799 0.28324 2.13431
H: 0.44718 -2.09204 2.00321
H: 1.53210 -1.34388 0.71377
H: -0.86632 2.30320 -0.48152
H: 0.86270 0.79613 -1.37636
H: -1.39143 0.26250 -1.48449

Output
HOMO = -9.824 eV
Kohn-Sham gap = 0.32853 Ha


--- B ---
The molecule C2H5BrSi. Source: the Open Molecules 2025 dataset; level of theory: ωB97M-V/def2-TZVPD.

Atoms and positions in Å:
C: 1.45139 -0.65907 -0.28788
C: 0.23461 -0.59896 0.22900
Si: -0.99215 0.78041 -0.08224
Br: -3.03848 -0.02832 0.18880
H: 2.18024 -1.38948 0.02435
H: 1.77563 0.02327 -1.05680
H: -0.03291 -1.30616 1.00749
H: -0.98963 1.46153 -1.36140
H: -0.58869 1.71678 1.33868

Output
HOMO = -10.096 eV
Kohn-Sham gap = 0.40211 Ha
SMILES = C=C[SiH2]Br


Tell me which of them is the least stable. Sure, it is A.


--- A ---
A cluster of 2 separate species, C10H15N in total. Source: the Open Molecules 2025 dataset; level of theory: ωB97M-V/def2-TZVPD.

Atoms and positions in Å:
C: -2.57932 1.25269 1.38253
C: -2.48122 1.16650 2.89169
C: -1.23247 1.32412 3.44927
N: -0.15180 1.36993 2.66276
C: -0.29413 1.39912 1.37701
C: -1.48487 1.42146 0.58996
H: -3.47495 0.84815 0.80370
H: -3.50895 1.04148 3.44258
H: -1.13854 1.42049 4.45342
H: 0.69334 1.40434 0.96233
H: -1.47227 1.36872 -0.56893
C: 0.62246 -1.98012 -0.90024
C: 0.88502 -0.52654 -0.31075
C: 1.66526 0.20399 -1.26759
C: 1.55653 -0.52392 -2.62842
C: 1.25744 -2.02837 -2.20318
H: 1.01892 -2.63160 -0.12298
H: -0.48462 -2.06943 -0.94345
H: 1.10213 -0.40798 0.73913
H: -0.08745 -0.05882 -0.30514
H: 2.65696 0.32717 -0.88544
H: 1.18680 1.27358 -1.00792
H: 2.19693 -0.29136 -3.54121
H: 0.55511 -0.23189 -3.05323
H: 2.30137 -2.54011 -2.09118
H: 0.69233 -2.53162 -2.92474

Output
HOMO = -9.460 eV
Kohn-Sham gap = 0.37865 Ha
SMILES = c1ccncc1.C1CCCC1


--- B ---
A cluster of 2 separate species, C10H15N in total. Source: the Open Molecules 2025 dataset; level of theory: ωB97M-V/def2-TZVPD.

Atoms and positions in Å:
C: -3.37120 -2.19199 0.27788
C: -2.20202 -1.34813 -0.12228
C: -2.19195 0.00092 -0.07639
C: -1.03651 0.74842 -0.68165
N: -0.49629 1.72231 0.22602
C: -1.31069 2.94622 0.21343
H: -3.02417 -2.95975 1.00000
H: -4.15646 -1.62909 0.79284
H: -3.80279 -2.84895 -0.48395
H: -1.31469 -1.80462 -0.61653
H: -3.12544 0.46564 0.29683
H: -1.37793 1.18758 -1.64560
H: -0.24856 -0.02022 -0.85196
H: 0.43044 1.97852 -0.13670
H: -0.86972 3.72613 -0.44771
H: -2.34506 2.72750 -0.11456
H: -1.37125 3.34056 1.25430
C: 5.77170 0.18091 -0.32050
C: 4.65928 -0.05818 0.07829
C: 3.30780 -0.25451 0.60265
C: 2.51475 -1.42571 0.18699
C: 1.68557 -2.22224 -0.19270
H: 6.77783 0.32506 -0.73892
H: 2.73013 0.63898 0.31475
H: 3.37369 -0.24532 1.69462
H: 0.99352 -2.98002 -0.50916

Output
HOMO = -8.959 eV
Kohn-Sham gap = 0.36009 Ha
SMILES = C/C=C/CNC.C#CCC#C


Tell me which of them is the least stable. Sure, it is B.


--- A ---
A structure of composition C36H44IrN2O3PS6Te. Source: the Open Molecules 2025 dataset; level of theory: ωB97M-V/def2-TZVPD.

Atoms and positions in Å:
Ir: -0.24460 -0.29111 -0.18248
O: -1.45589 0.49895 4.17930
S: -1.67018 -0.37774 3.03626
O: -2.09236 -1.72357 3.33721
N: -0.40686 -0.30734 2.01796
C: 0.84221 -0.43975 2.60833
C: 1.13214 -0.61917 3.95762
C: 2.44915 -0.62737 4.43078
C: 3.52439 -0.48319 3.59463
C: 3.28945 -0.37261 2.20856
C: 4.34480 -0.31751 1.26970
C: 4.05598 -0.31918 -0.06403
C: 2.71726 -0.35214 -0.47333
N: 1.70997 -0.31992 0.37661
C: 1.96514 -0.36276 1.72054
C: -3.00003 0.41095 2.16156
C: -2.96047 1.78342 1.96591
C: -4.04305 2.41956 1.38968
C: -5.16062 1.68164 1.01467
C: -5.19470 0.31312 1.22341
C: -4.10765 -0.33188 1.80042
H: 0.33677 -0.73703 4.67355
H: 2.60586 -0.75440 5.49627
H: 4.54335 -0.49532 3.96338
H: 5.36784 -0.32192 1.62825
H: 4.83224 -0.33228 -0.81770
H: 2.46574 -0.41649 -1.52233
H: -2.06863 2.32323 2.25641
H: -4.01994 3.49033 1.21976
H: -6.00026 2.17804 0.54342
H: -6.05467 -0.26311 0.90709
H: -4.08911 -1.40275 1.94721
S: -3.90738 1.52754 -6.26928
C: -3.07896 1.02632 -4.90484
S: -3.83836 0.58843 -3.42815
C: -2.40678 0.24220 -2.49287
C: -1.23626 0.39344 -3.16006
S: 0.29187 0.25678 -2.37046
S: -1.36841 0.89657 -4.82288
S: -2.50261 -0.14549 -0.80591
O: 0.38499 2.28791 0.15710
P: 0.11152 3.72995 0.36258
C: -1.64631 3.96233 -0.14842
C: -2.39287 5.27244 0.12334
C: -2.51496 6.18502 -1.09310
C: -3.09431 5.42709 -2.28657
C: -2.23342 4.21962 -2.64807
C: -2.05596 3.27943 -1.46231
C: 1.56181 4.63122 -0.37532
C: 1.52990 6.13515 -0.67309
C: 1.05282 6.48504 -2.08114
C: 1.75912 5.67279 -3.16122
C: 1.61797 4.17859 -2.88939
C: 2.18911 3.82820 -1.52558
C: 0.03083 4.12903 2.17571
C: 0.69241 2.99172 2.97510
C: 2.19889 3.15545 3.11755
C: 2.53878 4.50066 3.75436
C: 1.97312 5.66016 2.93740
C: 0.46960 5.50782 2.69774
H: -1.98984 3.24706 0.61619
H: -1.95043 5.81251 0.96567
H: -3.40986 5.00676 0.43685
H: -1.53577 6.59831 -1.35163
H: -3.15063 7.03933 -0.83954
H: -3.20857 6.09326 -3.14615
H: -4.09980 5.07842 -2.02285
H: -1.26358 4.56861 -3.00816
H: -2.67932 3.66378 -3.47620
H: -1.36208 2.46315 -1.68285
H: -3.01829 2.78957 -1.27430
H: 2.24180 4.48436 0.46808
H: 2.55545 6.51048 -0.56087
H: 0.92972 6.67445 0.06605
H: 1.18632 7.55824 -2.25180
H: -0.01585 6.29397 -2.15846
H: 2.82560 5.93218 -3.17477
H: 1.35815 5.93260 -4.14470
H: 2.12966 3.59695 -3.65929
H: 0.56792 3.87411 -2.93300
H: 3.26537 4.04717 -1.52878
H: 2.06827 2.76475 -1.31955
H: -1.04639 4.05150 2.36857
H: 0.46291 2.03251 2.50955
H: 0.24183 2.96740 3.97477
H: 2.67933 3.06518 2.13624
H: 2.58946 2.33148 3.71919
H: 3.61969 4.61767 3.87368
H: 2.10482 4.52946 4.76144
H: 2.50630 5.72099 1.98695
H: 2.15782 6.61251 3.44490
H: 0.10885 6.31429 2.05256
H: -0.03128 5.64963 3.66323
Te: -0.02560 -2.84348 -0.70168

Output
HOMO = -0.016 eV
Charge = -2
Kohn-Sham gap = 0.14105 Ha


--- B ---
A structure of composition C36H44IrN2O3PS6Te. Source: the Open Molecules 2025 dataset; level of theory: ωB97M-V/def2-TZVPD.

Atoms and positions in Å:
Ir: -1.43894 1.47532 0.15061
O: -3.17726 3.42930 -1.83438
S: -4.16109 2.70502 -1.08737
O: -5.28274 2.14277 -1.80600
N: -3.45147 1.60505 -0.15764
C: -4.23524 0.71087 0.60632
C: -5.61986 0.67414 0.72789
C: -6.21722 -0.17334 1.66682
C: -5.44785 -0.94553 2.51509
C: -4.05586 -0.92771 2.39714
C: -3.15346 -1.55554 3.34871
C: -1.85839 -1.21489 3.34402
C: -1.32328 -0.31902 2.30732
N: -2.10349 -0.20072 1.13856
C: -3.46083 -0.17080 1.38073
C: -4.89203 3.86389 0.06466
C: -4.22411 4.17126 1.24036
C: -4.78437 5.08643 2.11989
C: -5.99855 5.69068 1.82227
C: -6.66163 5.37479 0.64311
C: -6.11052 4.45463 -0.23757
H: -6.23870 1.30969 0.11425
H: -7.29786 -0.18145 1.75202
H: -5.90918 -1.54271 3.29556
H: -3.56296 -2.21414 4.10850
H: -1.17612 -1.57088 4.10980
H: -0.28599 -0.49554 2.06389
H: -3.28848 3.67680 1.47485
H: -4.26977 5.31250 3.04562
H: -6.43485 6.40202 2.51430
H: -7.61436 5.83808 0.41381
H: -6.61793 4.17519 -1.15159
S: 1.56349 3.40182 -6.22594
C: 0.80394 2.99248 -4.79261
S: -0.04418 1.52351 -4.54047
C: -0.48000 1.75128 -2.86583
C: -0.05545 2.91053 -2.31171
S: -0.23863 3.32676 -0.63269
S: 0.81587 3.97003 -3.38821
S: -1.31453 0.49632 -2.00318
O: 1.11259 0.33532 0.44290
P: 2.22165 -0.59239 0.09590
C: 3.12144 -1.08684 1.61994
C: 2.13856 -1.24364 2.79522
C: 2.84482 -1.90522 3.97290
C: 3.22873 -3.35739 3.63441
C: 3.43564 -3.54939 2.12584
C: 4.06541 -2.30658 1.50118
C: 3.50154 0.21930 -0.92971
C: 4.55482 -0.71010 -1.58576
C: 4.98548 -0.18793 -2.95891
C: 5.22889 1.31611 -2.89794
C: 3.92496 2.07638 -2.57600
C: 2.85852 1.17632 -1.94252
C: 1.64483 -2.12594 -0.73309
C: 1.44907 -1.96816 -2.24741
C: 1.13807 -3.32683 -2.89123
C: 0.26180 -4.20959 -1.98643
C: -0.58497 -3.33314 -1.07228
C: 0.30438 -2.56845 -0.08636
H: 3.72495 -0.19722 1.83482
H: 1.27663 -1.85096 2.50601
H: 1.74177 -0.26297 3.06034
H: 2.21234 -1.87750 4.86236
H: 3.74260 -1.32591 4.21360
H: 2.44819 -4.03943 3.98158
H: 4.14332 -3.63321 4.16842
H: 2.47374 -3.73969 1.64206
H: 4.05496 -4.43013 1.93728
H: 4.33715 -2.50213 0.46341
H: 5.00489 -2.09131 2.02177
H: 4.01187 0.85780 -0.19647
H: 4.18487 -1.73303 -1.68581
H: 5.43665 -0.76618 -0.93972
H: 4.20939 -0.39745 -3.70102
H: 5.88388 -0.71842 -3.28737
H: 5.65050 1.67221 -3.84030
H: 5.98374 1.51033 -2.12686
H: 3.51712 2.52113 -3.48515
H: 4.13906 2.90517 -1.89533
H: 2.33208 0.61533 -2.71765
H: 2.10129 1.77524 -1.43668
H: 2.40790 -2.89808 -0.56704
H: 2.32727 -1.54051 -2.73046
H: 0.62531 -1.26944 -2.40934
H: 2.07299 -3.84776 -3.12640
H: 0.63017 -3.15092 -3.84295
H: 0.89454 -4.85860 -1.36862
H: -0.36176 -4.87159 -2.59243
H: -1.31552 -3.92261 -0.51454
H: -1.15429 -2.61760 -1.67124
H: 0.51239 -3.20457 0.78082
H: -0.24514 -1.69525 0.26846
Te: -1.13719 1.97453 2.78287

Output
HOMO = -0.931 eV
Charge = -2
Kohn-Sham gap = 0.17669 Ha


Tell me which of them is the least stable. Sure, it is B.


--- A ---
The molecule C9H8N2. Source: the Open Molecules 2025 dataset; level of theory: ωB97M-V/def2-TZVPD.

Atoms and positions in Å:
C: -3.17600 -0.01840 0.00221
C: -2.51862 -1.13091 0.23925
C: -1.20780 -1.17871 0.19200
C: -0.46104 -0.03561 0.03875
C: 1.01028 -0.01526 -0.03782
N: 1.70736 -1.14091 -0.40940
C: 3.09255 -0.69832 -0.28116
C: 3.18718 0.61997 0.26223
N: 1.84535 0.93121 0.33731
C: -1.14966 1.14906 -0.22536
C: -2.50926 1.23413 -0.20027
H: -4.48232 0.15612 -0.16336
H: -3.07515 -2.31212 0.39585
H: -0.62614 -2.14060 0.57710
H: 3.91980 -1.24300 -0.44216
H: 3.91625 1.26938 0.32444
H: 1.52106 1.96997 0.83927
H: -0.63038 2.13349 -0.55603
H: -3.01794 2.07898 -0.40944

Output
HOMO = -8.324 eV
Kohn-Sham gap = 0.32949 Ha
SMILES = c1ccc(-c2ncc[nH]2)cc1


--- B ---
The molecule C9H8N2. Source: the Open Molecules 2025 dataset; level of theory: ωB97M-V/def2-TZVPD.

Atoms and positions in Å:
N: -3.45601 -0.43756 -0.08640
C: -2.18219 -0.15932 0.00899
C: -1.18175 -1.14022 0.08365
C: 0.25144 -0.52688 0.22383
C: 1.34199 -1.38268 0.12437
C: 2.60032 -0.92203 -0.06905
C: 2.79114 0.46712 -0.16354
C: 1.77897 1.35407 0.05364
C: 0.51169 0.85026 0.30209
C: -0.68711 1.61775 0.10745
N: -1.93573 1.17776 -0.10732
H: -4.02472 0.44592 -0.29855
H: -4.03148 -1.00930 0.46252
H: -1.30786 -2.16122 -0.38144
H: 1.05887 -2.44317 0.06941
H: 3.37866 -1.72521 -0.14212
H: 3.83821 0.85336 -0.16918
H: 1.83269 2.43895 -0.15928
H: -0.57714 2.70239 0.14094

Output
HOMO = -7.743 eV
Kohn-Sham gap = 0.29689 Ha
SMILES = Nc1cc2ccccc2cn1


Tell me which of them is the least stable. Sure, it is A.